Density functional theory data (ωB97M-V/def2-TZVPD) for a structure of composition C2H6I2NP in a non-equilibrium geometry.

CARTESIAN COORDINATES (ANGSTROEM)
C1 0.85349 -0.87779 -0.55374
C2 0.72777 -0.72894 0.96701
N1 0.29670 0.65292 1.33481
P1 -1.90051 2.13475 -0.40485
I1 -1.56165 1.79790 -2.73191
I2 -3.81476 0.86183 0.05945
H1 1.71291 -0.29247 -0.93069
H2 1.25802 -1.92839 -0.77048
H3 -0.19657 -0.71066 -1.06577
H4 -0.25470 -1.29054 1.31802
H5 1.72163 -0.88671 1.38553
H6 1.15767 1.26808 1.39261

The energy above the lowest of the compared OMol25 structures with the same formula, charge and spin comes out at 98.64 kcal/mol. Its HOMO-LUMO gap is 4.988 eV. The HOMO energy comes out at -7.384 eV. Its net charge is 0. The calculation puts the total energy at -29147.7608 eV. The spin multiplicity is 1.

Here are the natural (NBO) charges for atoms 1 to 6, given in e: -0.62, -0.29, -0.58, 0.20, -0.05, -0.02